No. 1
ORCA calculation (ωB97M-V/def2-TZVPD) on a molecular structure, C3H4EuLiO2.

Calculated values
Net charge: +3
Spin multiplicity: 8
Kohn-Sham gap (alpha / beta) (eV): 8.95 / 9.17
HOMO (alpha / beta) (eV): -22.21 / -22.22

XYZ file:
```
11
C3H4EuLiO2 ωB97M-V/def2-TZVPD
O -0.002 -1.287 0.491
Li -1.110 1.025 0.134
C 1.131 -0.628 0.590
C 1.374 -0.146 -0.725
H 1.811 -0.845 1.417
H 2.139 -0.604 -1.361
H 1.501 0.944 -0.698
Eu -0.885 -2.949 2.217
C -2.810 2.513 -0.382
O -3.661 3.197 -0.640
H 0.512 -1.218 -1.042
```

Mulliken atomic charge list, values in e, 5 entries: -0.532, 1.071, 0.399, -1.100, 0.366

No. 2
ORCA calculation (ωB97M-V/def2-TZVPD) on 5 unconnected molecules or ions with the total composition C15H40ClN4O5.

Calculated values
Net charge: +3
Spin multiplicity: 1
Kohn-Sham gap (eV): 8.79
HOMO (eV): -15.13

XYZ file:
```
65
C15H40ClN4O5 ωB97M-V/def2-TZVPD
C -1.365 -1.925 2.511
C -1.520 -2.052 1.010
O -1.278 -1.172 0.236
N -2.162 -3.308 0.580
H -1.973 -3.242 -0.442
H -1.720 -4.252 0.962
C -3.622 -3.206 0.845
H -1.957 -2.565 3.149
H -1.418 -0.818 2.659
H -0.330 -2.173 2.681
H -4.136 -2.711 0.032
H -3.710 -2.645 1.771
H -4.033 -4.216 1.043
C 3.000 -6.560 -5.459
C 2.911 -5.427 -4.476
O 1.966 -4.809 -4.202
N 4.294 -5.216 -3.791
H 4.889 -5.827 -4.301
H 4.506 -4.200 -3.747
C 4.269 -5.606 -2.309
H 2.004 -6.976 -5.403
H 3.758 -7.346 -5.288
H 3.057 -6.181 -6.500
H 3.795 -6.532 -2.223
H 3.557 -4.849 -1.915
H 5.245 -5.587 -1.858
C -4.023 -8.005 1.848
C -2.836 -8.327 1.132
O -2.708 -8.660 0.015
N -1.571 -8.504 1.925
H -1.014 -7.663 1.623
H -1.750 -8.359 2.952
C -0.811 -9.844 1.758
H -4.817 -7.645 1.233
H -3.791 -7.304 2.666
H -4.366 -8.877 2.475
H -0.771 -10.016 0.699
H -1.297 -10.588 2.366
H 0.208 -9.737 2.111
C 3.208 7.923 3.233
O 2.679 8.953 2.551
C 1.328 9.239 2.767
C 0.540 10.109 1.806
N 0.292 9.510 0.414
H 1.154 9.296 -0.114
H -0.104 8.575 0.524
C -0.690 10.363 -0.302
C -1.259 9.569 -1.522
O -0.185 8.988 -2.201
C -0.592 8.305 -3.409
H 2.555 7.470 3.992
H 4.019 8.357 3.920
H 3.716 7.216 2.553
H 1.134 9.692 3.802
H 0.743 8.254 2.884
H 1.124 11.011 1.596
H -0.383 10.326 2.296
H -0.159 11.245 -0.685
H -1.429 10.712 0.464
H -1.848 10.261 -2.190
H -1.922 8.810 -1.106
H -0.391 7.243 -3.323
H 0.035 8.738 -4.242
H -1.670 8.384 -3.606
Cl -0.375 -5.622 1.530
```

Mulliken atomic charge list, values in e, 5 entries: -1.026, 0.463, -0.466, 0.163, 0.353

No. 3
ORCA calculation (ωB97M-V/def2-TZVPD) on C3H6N2O in the gas phase.

Calculated values
ΔE to the lowest compared entry with this formula, charge and spin (kcal/mol): 56.20
SMILES: C=CN(N)C=O
Spin multiplicity: 1
Kohn-Sham gap (eV): 9.99
HOMO (eV): -9.17

XYZ file:
```
12
C3H6N2O ωB97M-V/def2-TZVPD
C -0.602 0.687 -0.014
C -0.042 1.855 -0.341
C 1.109 -0.901 -0.689
H -1.375 -1.745 0.675
H -0.511 -1.166 1.983
H -1.683 0.609 0.142
H -0.624 2.775 -0.353
H 1.033 1.966 -0.525
H 1.473 -0.047 -1.319
N -0.446 -1.481 0.996
N 0.075 -0.538 0.135
O 1.593 -2.015 -0.691
```

Mulliken atomic charge list, values in e, 5 entries: 0.166, -0.846, 0.123, 0.237, 0.267

No. 4
ORCA calculation (ωB97M-V/def2-TZVPD) on a gas-phase ion, C3H8NO2S (charge -1).

Calculated values
Net charge: -1
ΔE to the lowest compared entry with this formula, charge and spin (kcal/mol): 70.12
Spin multiplicity: 1
Kohn-Sham gap (eV): 7.26
HOMO (eV): -3.12

XYZ file:
```
15
C3H8NO2S ωB97M-V/def2-TZVPD
C -1.004 1.341 0.399
C -0.027 -1.633 0.305
C -0.690 0.378 -0.785
N 0.315 -0.545 -0.517
O 2.845 -0.830 0.023
O 1.931 1.402 -0.647
S 1.822 0.203 0.218
H -1.861 1.878 -0.028
H -1.015 0.773 1.456
H 0.999 -1.896 0.502
H -0.582 -1.366 1.213
H -0.579 -2.426 -0.160
H -1.678 -0.150 -0.872
H -0.125 1.944 0.503
H -0.351 0.928 -1.611
```

Mulliken atomic charge list, values in e, 5 entries: -0.951, -0.789, -0.633, -0.257, -0.547

No. 5
ORCA calculation (ωB97M-V/def2-TZVPD) on 3 unconnected molecules or ions with the total composition C3H7O2.

Calculated values
Net charge: -1
ΔE to the lowest compared entry with this formula, charge and spin (kcal/mol): 72.37
Spin multiplicity: 1
Kohn-Sham gap (eV): 6.81
HOMO (eV): -2.66

XYZ file:
```
12
C3H7O2 ωB97M-V/def2-TZVPD
C 1.577 0.811 -0.370
O 2.577 1.356 -0.776
H 1.140 -0.078 -0.857
H 0.986 1.132 0.504
H 0.758 -2.636 0.311
C -1.532 0.720 -0.510
C -1.313 -0.089 0.578
O -0.746 0.181 1.680
H -1.678 0.320 -1.501
H -1.220 1.759 -0.436
H -1.725 -1.125 0.523
H 1.175 -2.351 0.855
```

Mulliken atomic charge list, values in e, 5 entries: 0.063, -0.520, 0.179, 0.170, -0.011

No. 6
ORCA calculation (ωB97M-V/def2-TZVPD) on a molecular structure, C29H24F6N5O3Ti.

Calculated values
Net charge: -1
ΔE to the lowest compared entry with this formula, charge and spin (kcal/mol): 16.50
Spin multiplicity: 3
Kohn-Sham gap (alpha / beta) (eV): 4.40 / 6.70
HOMO (alpha / beta) (eV): -1.90 / -4.25

XYZ file:
```
68
C29H24F6N5O3Ti ωB97M-V/def2-TZVPD
Ti 0.038 -0.456 0.208
C -3.685 -0.105 -2.045
C -2.674 -0.676 -1.313
N -1.765 0.066 -0.604
C -1.937 1.445 -0.597
C -2.952 2.102 -1.330
C -3.842 1.292 -2.093
C -3.004 3.511 -1.263
C -2.109 4.214 -0.479
C -1.137 3.558 0.281
C -1.050 2.171 0.236
N -0.171 1.327 0.927
C 0.023 1.317 2.297
C 0.424 2.351 3.127
C 0.597 2.118 4.502
C 0.346 0.892 5.070
C -0.106 -0.181 4.267
C -0.458 -1.459 4.756
C -0.932 -2.408 3.879
C -1.024 -2.128 2.520
N -0.667 -0.943 2.015
C -0.241 0.037 2.880
H -4.365 -0.753 -2.586
H -2.549 -1.750 -1.263
H -4.631 1.755 -2.675
H -3.772 4.036 -1.824
H -2.161 5.297 -0.445
H -0.456 4.123 0.905
H 0.623 3.329 2.713
H 0.940 2.933 5.132
H 0.478 0.738 6.136
H -0.362 -1.676 5.814
H -1.226 -3.387 4.234
H -1.380 -2.860 1.807
C 0.769 -4.345 -1.164
C -0.327 -3.434 -0.661
O -1.435 -3.870 -0.397
O 0.025 -2.179 -0.559
H 0.644 -5.338 -0.737
H 1.748 -3.940 -0.921
H 0.679 -4.427 -2.251
N -1.549 0.214 -5.961
C -0.840 0.193 -4.772
C -0.206 -0.963 -4.322
C 0.456 -0.934 -3.113
N 0.528 0.140 -2.324
C 0.008 1.268 -2.819
C -0.682 1.344 -4.009
H -1.831 -0.687 -6.308
H -2.275 0.908 -6.014
H -0.258 -1.883 -4.895
H 0.952 -1.822 -2.745
H 0.150 2.161 -2.222
H -1.130 2.282 -4.314
C 3.445 0.574 2.240
C 3.111 -0.400 1.117
O 1.787 -0.754 1.095
C 3.923 -1.704 1.320
F 5.259 -1.505 1.252
F 3.627 -2.661 0.430
F 3.671 -2.215 2.539
C 3.517 0.259 -0.230
F 2.758 1.346 -0.442
F 3.346 -0.559 -1.282
F 4.801 0.678 -0.257
H 3.083 0.155 3.178
H 2.916 1.508 2.061
H 4.518 0.758 2.301
```

Mulliken atomic charge list, values in e, 5 entries: -0.758, -0.976, -0.440, 0.958, 0.222

No. 7
ORCA calculation (ωB97M-V/def2-TZVPD) on 2 unconnected molecules or ions with the total composition C2H4N2.

Calculated values
ΔE to the lowest compared entry with this formula, charge and spin (kcal/mol): 124.00
Spin multiplicity: 1
Kohn-Sham gap (alpha / beta) (eV): 8.95 / 9.35
HOMO (alpha / beta) (eV): -8.25 / -8.55

XYZ file:
```
8
C2H4N2 ωB97M-V/def2-TZVPD
C 1.525 0.373 0.054
C 0.665 -0.548 -0.045
N -2.219 -0.293 0.065
N -1.407 0.506 -0.318
H 2.476 -0.105 0.241
H 1.261 1.444 -0.108
H 0.809 -1.545 0.029
H -3.111 0.167 0.083
```

Mulliken atomic charge list, values in e, 5 entries: -0.447, -0.279, -0.232, -0.116, 0.262

No. 8
ORCA calculation (ωB97M-V/def2-TZVPD) on a molecular structure, C46H61F9I2N5O3S.

Calculated values
Net charge: +1
Spin multiplicity: 1
Kohn-Sham gap (eV): 6.67
HOMO (eV): -9.30

XYZ file:
```
127
C46H61F9I2N5O3S ωB97M-V/def2-TZVPD
C 2.871 -0.030 4.121
C 1.642 -0.856 3.671
C 1.735 -1.562 2.316
C 0.653 -1.268 1.253
C -0.148 0.024 1.383
I -2.220 -0.286 1.114
C 0.313 1.232 1.692
C 1.746 1.516 1.973
I -0.906 2.918 1.951
C 1.216 -1.820 -0.134
C 0.651 -3.256 -0.343
C -0.841 -3.439 -0.673
C -1.602 -4.288 0.358
C -2.644 -5.178 -0.326
C -3.906 -4.405 -0.737
C -5.054 -4.499 0.288
C -5.662 -3.147 0.721
C -5.319 -2.828 2.166
C -6.028 -1.589 2.741
C -6.269 -0.466 1.758
O -7.473 -0.681 1.049
C -8.131 0.511 0.710
S 0.999 -0.903 -1.675
O 0.696 -1.911 -2.645
O 0.062 0.169 -1.591
C 2.617 -0.259 -2.401
F 2.296 0.068 -3.632
F 3.468 -1.300 -2.462
C 3.392 0.911 -1.758
F 4.583 0.962 -2.379
F 3.651 0.641 -0.462
C 2.790 2.311 -1.906
F 1.633 2.372 -1.248
F 2.544 2.567 -3.182
C 3.696 3.471 -1.376
F 2.929 4.554 -1.447
F 4.028 3.304 -0.103
F 4.735 3.661 -2.140
C 2.703 -2.102 0.229
N 3.048 -1.598 1.605
C 4.096 -2.508 2.168
C 5.199 -2.823 1.378
C 6.183 -3.684 1.845
C 6.071 -4.242 3.119
C 4.983 -3.899 3.917
C 3.995 -3.032 3.451
H 3.405 -0.539 4.911
H 2.530 0.908 4.536
H 3.555 0.228 3.320
H 0.767 -0.221 3.693
H 1.473 -1.607 4.430
H 1.580 -2.610 2.547
H -0.089 -1.999 1.539
H 2.044 2.440 1.509
H 2.415 0.710 1.702
H 1.862 1.695 3.040
H 0.855 -3.785 0.582
H 1.244 -3.719 -1.125
H -1.302 -2.468 -0.801
H -0.906 -3.943 -1.629
H -2.138 -3.633 1.039
H -0.904 -4.890 0.937
H -2.166 -5.635 -1.186
H -2.943 -5.933 0.392
H -3.653 -3.370 -0.952
H -4.268 -4.860 -1.651
H -5.848 -5.076 -0.169
H -4.736 -5.054 1.165
H -5.320 -2.381 0.034
H -6.739 -3.231 0.659
H -5.622 -3.684 2.763
H -4.245 -2.729 2.314
H -6.994 -1.882 3.138
H -5.429 -1.200 3.559
H -5.446 -0.331 1.050
H -6.351 0.471 2.310
H -7.576 1.107 -0.016
H -8.330 1.134 1.582
H -9.075 0.247 0.253
H 2.863 -3.166 0.189
H 3.455 -1.717 -0.436
H 3.538 -0.706 1.562
H 5.309 -2.410 0.389
H 7.010 -3.925 1.201
H 6.832 -4.925 3.451
H 4.903 -4.325 4.900
H 3.175 -2.806 4.107
N 6.990 -2.440 -2.354
C 8.278 -2.767 -2.016
C 8.537 -4.011 -2.521
C 7.363 -4.452 -3.193
C 6.427 -3.461 -3.074
H 6.532 -1.580 -2.116
H 8.894 -2.089 -1.450
H 9.466 -4.547 -2.426
H 7.226 -5.387 -3.707
H 5.417 -3.394 -3.439
N 6.668 8.435 -0.858
C 5.759 9.014 -1.701
C 4.880 8.045 -2.097
C 5.273 6.829 -1.470
C 6.379 7.108 -0.710
H 7.432 8.912 -0.417
H 5.815 10.060 -1.943
H 4.045 8.189 -2.762
H 4.804 5.877 -1.564
H 6.984 6.477 -0.081
N -0.625 4.909 -1.399
C -1.193 5.253 -2.595
C -1.866 6.431 -2.416
C -1.695 6.813 -1.058
C -0.922 5.855 -0.458
H -0.078 4.085 -1.237
H -1.072 4.632 -3.466
H -2.420 6.961 -3.172
H -2.095 7.690 -0.578
H -0.565 5.770 0.553
N -11.674 1.655 -1.058
C -11.595 3.021 -1.015
C -11.293 3.464 -2.274
C -11.188 2.319 -3.111
C -11.429 1.220 -2.333
H -11.879 1.064 -0.276
H -11.760 3.557 -0.096
H -11.164 4.492 -2.565
H -10.963 2.307 -4.164
H -11.448 0.172 -2.575
```

Mulliken atomic charge list, values in e, 5 entries: -1.490, -1.931, -1.543, -0.290, -0.317

Repeat the fourth record exactly.
ORCA calculation (ωB97M-V/def2-TZVPD) on a gas-phase ion, C3H8NO2S (charge -1).

Calculated values
Net charge: -1
ΔE to the lowest compared entry with this formula, charge and spin (kcal/mol): 70.12
Spin multiplicity: 1
Kohn-Sham gap (eV): 7.26
HOMO (eV): -3.12

XYZ file:
```
15
C3H8NO2S ωB97M-V/def2-TZVPD
C -1.004 1.341 0.399
C -0.027 -1.633 0.305
C -0.690 0.378 -0.785
N 0.315 -0.545 -0.517
O 2.845 -0.830 0.023
O 1.931 1.402 -0.647
S 1.822 0.203 0.218
H -1.861 1.878 -0.028
H -1.015 0.773 1.456
H 0.999 -1.896 0.502
H -0.582 -1.366 1.213
H -0.579 -2.426 -0.160
H -1.678 -0.150 -0.872
H -0.125 1.944 0.503
H -0.351 0.928 -1.611
```

Mulliken atomic charge list, values in e, 5 entries: -0.951, -0.789, -0.633, -0.257, -0.547

spin multiplicity of number 6 (C29H24F6N5O3Ti)? 3

spin multiplicity of number 4 (C3H8NO2S)? 1